Here is a structure of composition C4H8AlO in a non-equilibrium geometry from the OMol25 dataset. Energies are from the ωB97M-V functional and the def2-TZVPD basis.

## Properties
HOMO-LUMO gap ... 0.146 Eh
Charge ... +3
E_LUMO ... -20.6 eV
Energy ... -12880.060 eV
2S+1 ... 1

Each line ends with the Löwdin charge.
CARTESIAN COORDINATES (ANGSTROEM)
Al (-2.1765, -3.4760, 0.6928)  1.29
C (0.5553, 0.6950, -0.9853)  -0.01
C (0.6618, 1.0289, 0.4683)  -0.02
C (-0.5502, 0.2736, 1.0880)  0.04
O (-0.6454, -0.9193, 0.3283)  -0.01
C (0.0916, -0.7965, -0.8678)  0.00
H (1.4744, 0.7314, -1.5761)  0.18
H (-0.2623, 1.2822, -1.4274)  0.18
H (0.5829, 2.0915, 0.7142)  0.18
H (1.5447, 0.6184, 0.9941)  0.19
H (-1.4511, 0.9438, 0.9841)  0.29
H (-0.3553, 0.0700, 2.1554)  0.21
H (-0.5000, -1.1277, -1.7414)  0.20
H (1.0300, -1.4152, -0.8273)  0.28



Here is a structure of composition C4H8B2F8ORb in a non-equilibrium geometry from the OMol25 dataset. Energies are from the ωB97M-V functional and the def2-TZVPD basis.

## Properties
HOMO-LUMO gap ... 0.319 Eh
Charge ... -1
E_LUMO ... 1.5 eV
Energy ... -30088.808 eV
2S+1 ... 1

Each line ends with the Löwdin charge.
CARTESIAN COORDINATES (ANGSTROEM)
Rb (-1.8142, -0.2349, -1.2056)  1.10
B (-0.8934, 2.2372, 0.9805)  -1.30
F (-1.9047, 2.9998, 1.5758)  0.11
F (-1.1999, 0.9107, 1.3881)  0.03
F (-0.8657, 2.3679, -0.4202)  0.03
F (0.3079, 2.6622, 1.5740)  0.09
B (-4.5645, 1.0226, 1.3129)  -1.24
F (-4.3868, 2.0088, 2.2887)  0.11
F (-3.8849, 1.2039, 0.0839)  0.00
F (-4.0938, -0.1835, 1.8478)  0.08
F (-5.9628, 0.8275, 1.0559)  0.04
C (3.0152, -0.6990, -1.3844)  -0.17
C (2.8759, -2.1098, -0.8294)  -0.15
C (1.4763, -2.1375, -0.2309)  -0.18
O (0.8221, -0.9667, -0.7358)  -0.30
C (1.7946, 0.0389, -0.9250)  -0.20
H (3.1928, -0.7556, -2.4602)  0.11
H (3.9109, -0.1896, -1.0169)  0.11
H (3.6140, -2.3499, -0.0646)  0.11
H (2.9258, -2.8414, -1.6359)  0.11
H (1.4155, -1.9927, 0.8551)  0.13
H (0.8985, -3.0392, -0.4361)  0.12
H (1.9128, 0.4982, 0.0629)  0.14
H (1.4083, 0.7224, -1.6807)  0.13



Here is an isolated molecule of C4H8BN3O2 in a non-equilibrium geometry from the OMol25 dataset. Energies are from the ωB97M-V functional and the def2-TZVPD basis.

## Properties
HOMO-LUMO gap ... 0.376 Eh
Charge ... 0
E_LUMO ... 0.3 eV
Energy ... -13522.806 eV
2S+1 ... 1

Each line ends with the Löwdin charge.
CARTESIAN COORDINATES (ANGSTROEM)
C (-1.7670, 1.3566, -0.1555)  0.01
B (-0.3376, 0.8230, -0.0028)  -0.37
N (0.8911, 1.5209, 0.0266)  0.22
C (2.1859, 0.9410, -0.0065)  -0.48
O (3.2620, 1.5490, 0.0042)  0.06
N (2.1121, -0.4261, 0.0255)  0.20
C (1.0109, -1.2572, 0.0225)  -0.54
O (1.1936, -2.4611, -0.0164)  0.06
N (-0.2062, -0.7458, 0.0555)  0.02
C (-1.2823, -1.6762, 0.0405)  -0.05
H (-1.8718, 2.3994, -0.3082)  0.06
H (-2.3338, 1.2477, 0.7854)  0.09
H (-2.2942, 0.7398, -0.7909)  0.04
H (0.9976, 2.5764, 0.2021)  0.19
H (3.0327, -0.8971, -0.0355)  0.19
H (-1.8542, -1.7256, -0.9119)  0.11
H (-0.7707, -2.6243, 0.1765)  0.08
H (-1.9682, -1.3403, 0.8889)  0.12



Here is an isolated molecule of C4H8BN3O2 in a non-equilibrium geometry from the OMol25 dataset. Energies are from the ωB97M-V functional and the def2-TZVPD basis.

## Properties
HOMO-LUMO gap (spin up / spin down) ... 0.159 / 0.204 Eh
Charge ... 0
E_LUMO (spin up / spin down) ... 0.4 / -4.4 eV
Energy ... -13516.564 eV
2S+1 ... 3

Each line ends with the Löwdin charge.
CARTESIAN COORDINATES (ANGSTROEM)
B (-0.6080, -0.4694, -0.1167)  -0.53
C (-0.5564, 1.1763, -2.0067)  -0.52
C (0.9319, 1.3509, -0.0167)  -0.48
C (-1.1336, -1.8497, 0.5330)  -0.04
C (1.1738, -0.3565, 1.6577)  0.00
N (-1.0863, 0.1019, -1.3707)  0.22
N (0.4347, 1.8087, -1.2219)  0.30
N (0.5134, 0.1714, 0.4404)  0.05
O (-0.6958, 1.6658, -3.1047)  0.12
O (1.7868, 2.0466, 0.5529)  0.12
H (-1.6059, -1.6357, 1.4436)  0.03
H (-0.2724, -2.5448, 0.5385)  0.06
H (-1.9488, -2.2730, -0.0552)  0.05
H (1.2954, -1.4149, 1.6335)  0.07
H (2.0849, 0.1024, 1.8898)  0.06
H (0.5607, -0.1834, 2.6076)  0.13
H (-1.8739, -0.3442, -1.7461)  0.13
H (0.9994, 2.6475, -1.6583)  0.23



Here is an isolated molecule of C4H8BN5O in a non-equilibrium geometry from the OMol25 dataset. Energies are from the ωB97M-V functional and the def2-TZVPD basis.

## Properties
HOMO-LUMO gap ... 0.329 Eh
Charge ... 0
E_LUMO ... -0.9 eV
Energy ... -14448.569 eV
2S+1 ... 1

Each line ends with the Löwdin charge.
CARTESIAN COORDINATES (ANGSTROEM)
C (3.1723, -0.4110, 0.3800)  -0.13
C (2.1296, -1.0714, -0.7454)  -0.18
B (0.9884, 0.0783, -1.0286)  -0.31
O (1.3336, 1.1954, -1.9494)  0.01
C (-0.5549, 0.0639, -0.3556)  -0.15
N (-1.6093, 0.0911, -1.3228)  0.06
N (-2.8067, 0.1246, -0.8011)  0.05
C (-2.8155, 0.1284, 0.6321)  -0.25
N (-4.2323, 0.2224, 1.2507)  0.05
N (-1.7597, 0.0588, 1.5986)  0.04
N (-0.5638, 0.0253, 1.0751)  0.05
H (3.3000, 0.7241, 0.0379)  0.09
H (2.6080, -0.4855, 1.4067)  0.08
H (4.2212, -0.9624, 0.3872)  0.09
H (1.7162, -2.1062, -0.3889)  0.10
H (2.8030, -1.2314, -1.7130)  0.12
H (0.9752, 2.0154, -1.4610)  0.12
H (-4.1633, 0.5459, 2.2474)  0.08
H (-4.7419, 0.9940, 0.7502)  0.08



Here is a cluster of 2 separate species, C4H8BrN2 in total in a non-equilibrium geometry from the OMol25 dataset. Energies are from the ωB97M-V functional and the def2-TZVPD basis.

## Properties
HOMO-LUMO gap ... 0.381 Eh
Charge ... +1
E_LUMO ... -3.3 eV
Energy ... -77293.907 eV
2S+1 ... 1

Each line ends with the Löwdin charge.
CARTESIAN COORDINATES (ANGSTROEM)
C (-0.0684, -1.8273, 0.8327)  -0.10
C (-0.1406, 0.3285, 1.2001)  -0.06
C (-0.2439, 0.1576, -0.1666)  -0.32
C (-0.5845, 1.1584, -1.2353)  -0.01
N (-0.1719, -1.2304, -0.3802)  0.14
N (-0.0132, -0.9318, 1.7740)  0.11
Br (2.9153, -0.0947, 0.2103)  0.44
H (-0.1301, -2.9227, 0.8647)  0.17
H (2.9311, 0.9714, 1.2131)  -0.20
H (0.0247, 1.2193, 1.7002)  0.12
H (-0.1162, 1.0298, -2.1981)  0.08
H (-0.3400, 2.2091, -0.9506)  0.11
H (-1.7239, 1.1194, -1.2988)  0.12
H (0.0606, -1.6620, -1.2821)  0.19
H (-0.2616, -1.0983, 2.7470)  0.19



Here is the ion C4H8BrN2 with charge +1 in a non-equilibrium geometry from the OMol25 dataset. Energies are from the ωB97M-V functional and the def2-TZVPD basis.

## Properties
HOMO-LUMO gap ... 0.375 Eh
Charge ... +1
E_LUMO ... -4.1 eV
Energy ... -77293.156 eV
2S+1 ... 1

Each line ends with the Löwdin charge.
CARTESIAN COORDINATES (ANGSTROEM)
C (-0.2348, 1.7519, 0.3771)  -0.05
C (-0.6548, 0.3424, 0.0026)  -0.71
Br (-2.7141, -0.0378, -0.0641)  0.68
C (0.0243, -0.3136, -1.1950)  -0.17
N (0.9364, -1.2717, -0.6334)  0.07
C (0.7201, -1.3878, 0.6433)  -0.09
N (-0.1695, -0.5544, 1.0601)  0.06
H (-0.8861, 2.4332, -0.1308)  0.08
H (0.8043, 1.8345, -0.0375)  0.11
H (-0.2618, 1.9318, 1.4970)  0.12
H (-0.8561, -0.8662, -1.8196)  0.15
H (0.6353, 0.3883, -1.9633)  0.19
H (1.8033, -1.7413, -1.0297)  0.22
H (1.2317, -2.1484, 1.2934)  0.20
H (-0.3780, -0.3609, 2.0000)  0.15



Here is a cluster of 2 separate species, C4H8BrNO2 in total in a non-equilibrium geometry from the OMol25 dataset. Energies are from the ωB97M-V functional and the def2-TZVPD basis.

## Properties
HOMO-LUMO gap ... 0.334 Eh
Charge ... 0
E_LUMO ... 0.7 eV
Energy ... -79902.609 eV
2S+1 ... 1

Each line ends with the Löwdin charge.
CARTESIAN COORDINATES (ANGSTROEM)
C (-1.9290, 1.5101, 0.8654)  -0.25
C (2.0574, 0.5765, 0.0262)  -0.01
C (-2.6294, 0.2674, 0.9673)  -0.61
C (1.3218, -0.6064, -0.3268)  -0.68
N (1.9949, -1.6905, -0.7495)  0.15
O (0.1536, -0.7032, -0.1780)  0.06
O (-1.6670, 1.7628, -0.3106)  -0.01
Br (-3.4610, -0.4031, -0.6813)  0.67
H (1.3703, 1.2339, 0.6673)  0.12
H (2.9598, 0.2836, 0.6101)  0.10
H (2.2384, 1.0847, -0.8989)  0.09
H (-3.3062, 0.2613, 1.9051)  0.10
H (-1.7375, -0.3948, 1.1711)  0.07
H (3.0197, -1.8083, -0.8888)  0.12
H (-1.9628, 1.0721, -0.9135)  -0.03
H (1.5771, -2.4461, -1.2651)  0.10